(1)
A structure of composition C37H96CdF6N2O18S2 at a distorted geometry, computed with ωB97M-V with the def2-TZVPD basis set.

Geometry as ORCA input:
```
! RIJCOSX wB97M-V def2-TZVPD def2/J DEFGRID3
* xyz 0 1
Cd 1.69208 1.20533 -1.10957
C 3.38242 -2.31096 -1.71256
C 4.56857 -1.44253 -1.20247
C 5.79380 -2.28274 -1.53505
C 7.10622 -1.48785 -1.45868
C 6.99833 -0.25418 -2.30867
C 5.82135 0.59560 -1.92227
N 4.61375 -0.19639 -1.86699
O 3.66681 0.62825 -1.45626
C 5.63949 1.58729 -3.01913
C 6.09591 1.37055 -0.60674
C 4.55258 -1.38021 0.32473
H 3.44880 -2.28874 -2.81172
H 2.40324 -1.92350 -1.42708
H 3.54245 -3.35875 -1.45787
H 5.70623 -2.62913 -2.57633
H 5.86805 -3.12828 -0.85269
H 7.90379 -2.16253 -1.81133
H 7.40028 -1.27786 -0.42115
H 6.92328 -0.53148 -3.36928
H 7.92454 0.32587 -2.22924
H 5.10778 2.52101 -2.76833
H 5.14526 1.20398 -3.92047
H 6.62016 1.98795 -3.35468
H 5.68502 2.37151 -0.65329
H 7.15852 1.37839 -0.36004
H 5.59230 0.85054 0.20537
H 3.92730 -0.54031 0.65228
H 5.55467 -1.28131 0.73858
H 4.08892 -2.26044 0.78373
C -1.66553 2.04567 0.43857
F -0.50980 2.56560 0.85335
F -2.39745 1.84293 1.44583
F -2.25143 2.86429 -0.36224
S -1.40498 0.42761 -0.43383
O -2.33847 -0.47688 0.06992
O -1.51026 0.74132 -1.79748
N 0.22344 0.13903 -0.08867
S 0.42837 -0.82004 1.21845
O 1.81785 -0.89930 1.44977
O -0.42358 -0.50097 2.31888
C -0.02814 -2.48814 0.64732
F 1.03454 -3.24678 0.66660
F -0.90180 -2.97337 1.40969
F -0.50384 -2.39801 -0.59295
C -0.65790 5.59363 2.93116
C 0.17410 5.75625 1.67783
O 1.40038 4.94258 1.69853
H -1.22063 4.66577 2.84100
H -1.35904 6.42931 2.99068
H -0.04758 5.55840 3.82816
H 0.44160 6.82106 1.56592
H -0.36783 5.50744 0.76570
H 1.93127 5.23475 2.44871
C 1.57606 -4.33028 -3.91341
C 0.75480 -4.80581 -5.04116
O 1.67316 -5.19749 -6.16725
H 0.89152 -4.06755 -3.10847
H 2.17945 -3.49024 -4.23439
H 2.22797 -5.10831 -3.51391
H 0.15977 -3.96820 -5.42968
H 0.07165 -5.63163 -4.80482
H 1.13146 -5.63324 -6.83521
C -3.59766 5.48847 0.27920
C -4.42695 6.33630 1.18355
O -3.67783 7.44751 1.72572
H -2.77914 5.06108 0.86688
H -3.21911 5.97679 -0.61690
H -4.10515 4.57408 -0.08093
H -4.79733 5.75587 2.02259
H -5.31120 6.74161 0.66603
H -3.34367 8.00588 1.02823
C 2.16271 -4.73647 3.14589
C 3.53858 -4.66935 2.65740
O 4.37686 -4.04663 3.66768
H 1.56907 -5.13604 2.32521
H 1.84055 -3.72005 3.38403
H 2.01549 -5.32179 4.04900
H 3.57015 -4.08424 1.72070
H 3.95380 -5.65926 2.39613
H 5.29808 -4.22066 3.47019
C -1.68016 4.90291 -2.96308
C -0.97708 3.84473 -3.82870
O 0.40130 4.18638 -4.08192
H -2.68627 4.51553 -2.73027
H -1.85200 5.83078 -3.51834
H -1.17570 5.13662 -2.02573
H -1.58855 3.73486 -4.72694
H -0.91034 2.89901 -3.28238
H 0.43720 4.37582 -5.02873
C -1.06874 2.80433 5.32587
C -2.00770 3.45580 6.29837
O -1.25349 4.19612 7.30878
H -1.55492 2.07679 4.64743
H -0.40804 2.07884 5.83457
H -0.47762 3.43746 4.67658
H -2.52886 2.63770 6.80961
H -2.62000 4.19697 5.79795
H -0.69787 3.57009 7.78945
C -2.63009 -1.90633 -4.94521
C -1.90772 -0.76435 -5.60204
O -1.49607 0.31602 -4.73031
H -3.57225 -1.59328 -4.49086
H -2.03964 -2.44023 -4.21372
H -2.86361 -2.58399 -5.77382
H -2.54120 -0.38571 -6.42411
H -1.01408 -1.14666 -6.11655
H -2.08265 0.36147 -3.95558
C -3.09134 -5.01684 -2.09629
C -4.39119 -4.90622 -2.89719
O -4.03884 -4.50275 -4.23317
H -2.39782 -5.73244 -2.53252
H -3.30917 -5.30046 -1.06882
H -2.62075 -4.02729 -2.07232
H -5.09895 -4.21142 -2.41813
H -4.94354 -5.86521 -2.96275
H -4.78698 -4.27416 -4.78419
C 2.76619 1.97276 3.20066
C 3.24915 2.15973 1.78774
O 2.11893 2.29517 0.83171
H 2.02084 1.18914 3.29751
H 2.31601 2.88733 3.62042
H 3.61187 1.72226 3.85392
H 3.79912 1.25857 1.54159
H 3.87504 3.04914 1.70613
H 1.62689 3.13612 0.97460
C -5.39016 -0.56030 -2.01945
C -5.62822 0.17912 -0.71187
O -6.90809 0.88998 -0.88148
H -4.50058 -1.19051 -1.98132
H -5.27740 0.20170 -2.78616
H -6.24751 -1.20003 -2.21315
H -4.77534 0.86857 -0.53507
H -5.65148 -0.44801 0.19670
H -7.16238 1.32087 -0.05639
C -2.34087 -0.55945 6.14238
C -3.71514 0.09464 6.15825
O -4.66076 -0.96714 5.75247
H -2.32313 -1.37361 6.86763
H -1.59244 0.16733 6.48905
H -2.01920 -0.94624 5.17782
H -3.80345 0.94899 5.48090
H -3.91569 0.36831 7.20657
H -5.55918 -0.60681 5.75401
C -4.03397 -5.67781 5.56007
C -3.73033 -4.19757 5.55717
O -3.73450 -3.72892 4.22106
H -4.05472 -6.05574 6.58083
H -3.23982 -6.21280 5.02829
H -4.95950 -5.88717 5.02497
H -2.74434 -4.01929 6.02460
H -4.45432 -3.63071 6.16243
H -3.39164 -2.82820 4.20126
C 1.99162 1.40824 -5.02713
C 1.68492 0.27133 -4.04570
O 0.75036 0.68432 -3.05636
H 2.47192 2.24226 -4.50415
H 1.07056 1.73846 -5.50647
H 2.71197 1.08135 -5.78014
H 2.62022 -0.06943 -3.59824
H 1.25685 -0.54106 -4.64245
H -0.18175 0.48265 -3.36620
*
```

Calculated values
**Lowest unoccupied orbital energy**: 0.1 eV
**E_HOMO**: -6.32 eV
**Orbital gap**: 6.39 eV

***

(2)
The molecule C3H6N2O2S at a distorted geometry, computed with ωB97M-V with the def2-TZVPD basis set.

Geometry as ORCA input:
```
! RIJCOSX wB97M-V def2-TZVPD def2/J DEFGRID3
* xyz 0 1
H -0.85993 -0.91317 2.90526
N -0.65539 -1.26081 1.95317
C -0.78549 -0.39423 1.04990
N -1.36763 0.81453 1.14612
S -1.55018 2.01049 -0.00358
O -0.35538 -0.81077 -0.23537
C 0.87530 -0.38485 -0.54550
C 1.31933 -0.74916 -1.90316
O 1.51219 0.31456 0.19658
H -1.80527 0.98011 2.03890
H -0.49091 2.83341 0.16328
H 1.68169 -1.78355 -2.00060
H 0.41936 -0.62230 -2.57077
H 2.06231 -0.03425 -2.19424
*
```

Calculated values
**Lowest unoccupied orbital energy**: 0.6 eV
**E_HOMO**: -9.82 eV
**SMILES**: [H]/N=C(\NS)OC(C)=O
**Orbital gap**: 10.40 eV

***

(3)
A structure of composition C26H22N4O9S2V at a distorted geometry, computed with ωB97M-V with the def2-TZVPD basis set.

Geometry as ORCA input:
```
! RIJCOSX wB97M-V def2-TZVPD def2/J DEFGRID3
* xyz -2 4
V -0.06040 -0.51860 -0.18050
O 3.94520 0.94740 0.48240
C 2.70760 0.96320 0.33250
N 1.88480 -0.09670 0.47210
C 2.39000 -1.24140 1.06690
C 3.38190 -1.30250 2.04340
C 3.76230 -2.52520 2.57650
C 3.19400 -3.70310 2.11880
C 2.22810 -3.67990 1.12000
C 1.79150 -2.45720 0.62190
N 0.82310 -2.19290 -0.30530
C 0.52220 -2.94890 -1.37320
O 0.78330 -4.14360 -1.57420
C -0.05580 -2.05170 -2.39770
C -0.49560 -2.47890 -3.64150
C -0.84180 -1.53580 -4.58910
C -0.69290 -0.18580 -4.26470
C -0.28530 0.16480 -2.99440
N 0.01650 -0.73740 -2.06010
C 2.02950 2.24830 0.05580
C 2.76200 3.43290 0.21490
C 2.12070 4.64210 0.07290
C 0.74450 4.63470 -0.15840
C 0.09510 3.41000 -0.27440
N 0.72180 2.24950 -0.22250
H 3.86190 -0.39510 2.37250
H 4.51120 -2.54930 3.35960
H 3.51290 -4.64750 2.54250
H 1.80530 -4.59490 0.73050
H -0.56500 -3.54110 -3.82760
H -1.21870 -1.83360 -5.55700
H -0.95820 0.57970 -4.98000
H -0.20960 1.20310 -2.68850
H 3.81530 3.35490 0.44000
H 2.66570 5.57730 0.15180
H 0.19600 5.56220 -0.25630
H -0.97940 3.36310 -0.39760
O -2.95550 2.81760 0.48760
S -2.67200 1.39610 0.69230
O -2.58620 1.04660 2.10540
O -1.59190 0.92700 -0.15260
C -4.22530 0.58710 0.25060
C -5.35500 1.25080 0.69600
C -6.60550 0.66900 0.58230
C -6.71840 -0.60300 0.03760
C -5.58690 -1.25320 -0.42520
C -4.34020 -0.65830 -0.32080
S -2.94520 -1.42190 -1.17810
O -2.69500 -0.46990 -2.23870
O -3.47110 -2.69320 -1.66860
O -1.89310 -1.64260 -0.18590
H -5.20030 2.22610 1.12860
H -7.48950 1.19900 0.91280
H -7.68540 -1.08640 -0.02660
H -5.62390 -2.23210 -0.87830
C -0.95970 -2.81450 2.74940
C -1.07000 -1.32730 3.06330
O -0.21720 -0.54050 2.26680
H -1.65930 -3.38190 3.36070
H 0.04960 -3.17690 2.95130
H -1.18850 -2.97210 1.69540
H -0.82770 -1.14700 4.12890
H -2.07600 -0.95120 2.86000
H 0.68550 -0.88960 2.34880
*
```

Calculated values
**Lowest unoccupied orbital energy (alpha / beta)**: 4.7 / 4.7 eV
**E_HOMO (alpha / beta)**: -0.31 / -1.98 eV
**Expectation value of S²**: 3.778
**Orbital gap (alpha / beta)**: 5.00 / 6.67 eV

***

(4)
The ion C5H9N2 with charge +1 at a distorted geometry, computed with ωB97M-V with the def2-TZVPD basis set.

Geometry as ORCA input:
```
! RIJCOSX wB97M-V def2-TZVPD def2/J DEFGRID3
* xyz 1 1
N 1.61823 -0.89189 1.34696
C 0.81737 -0.04704 0.75857
C 1.07274 1.04400 -0.21762
C -0.44081 1.12710 -0.48051
C -1.12087 -0.04045 -1.22581
C -1.44523 -0.78938 0.07546
N -0.52079 0.03413 0.88684
H 2.62184 -0.82605 1.23627
H 1.26523 -1.60700 1.97143
H 1.48217 1.95064 0.23100
H 1.68694 0.78093 -1.07971
H -0.96107 2.06786 -0.36461
H -0.42058 -0.58617 -1.85925
H -1.98072 0.25122 -1.82113
H -2.46107 -0.61369 0.42365
H -1.21337 -1.85419 0.11845
*
```

Calculated values
**Lowest unoccupied orbital energy**: -4.0 eV
**E_HOMO**: -14.38 eV
**SMILES**: [NH2+]=C1C[C@H]2CCN12
**Orbital gap**: 10.41 eV

***

(5)
A cluster of 7 separate species, C44H40O16S in total, computed with ωB97M-V with the def2-TZVPD basis set.

Geometry as ORCA input:
```
! RIJCOSX wB97M-V def2-TZVPD def2/J DEFGRID3
* xyz 0 1
C 0.00028 1.05401 3.54278
O -0.98501 0.54212 2.67253
C -1.02358 1.17033 1.39946
C -1.44033 0.19188 0.29344
C -1.24188 -1.30007 0.57421
C 0.20157 -1.78715 0.77654
C 0.43593 -2.42959 2.13873
C 1.89921 -2.73283 2.49113
C 2.82379 -1.54352 2.23056
S 2.64386 -0.94694 0.58353
O 2.90075 -2.01861 -0.34022
O 3.27899 0.32797 0.43599
O 1.09022 -0.63790 0.59188
H -0.36060 1.94565 4.07350
H 0.24603 0.28811 4.28085
H 0.90840 1.32665 2.99056
H -0.04121 1.60349 1.18368
H -1.74440 1.99849 1.42870
H -2.50013 0.32954 0.06376
H -0.90745 0.47267 -0.61668
H -1.83177 -1.58262 1.45042
H -1.66446 -1.83823 -0.27891
H 0.46704 -2.50546 -0.00398
H -0.02411 -1.80676 2.91163
H -0.12562 -3.37069 2.12183
H 1.96824 -2.94330 3.55780
H 2.26915 -3.61679 1.96668
H 2.55287 -0.69420 2.86331
H 3.87865 -1.78452 2.36654
O 3.96022 -2.69414 4.94270
C 4.71304 -1.95372 5.54301
C 4.30853 -1.36116 6.84339
C 5.12373 -0.56017 7.52346
C 6.47471 -0.22902 7.00371
O 7.23356 0.48399 7.62198
C 6.86588 -0.80299 5.68766
C 6.04652 -1.59655 5.00397
H 3.30455 -1.60434 7.16914
H 4.84970 -0.10197 8.46493
H 7.85070 -0.53136 5.32950
H 6.31256 -2.02656 4.04633
O -3.55128 -4.27796 5.40016
C -2.52918 -3.65458 5.58410
C -1.19524 -4.29394 5.43758
C -0.08189 -3.59850 5.65660
C -0.12168 -2.16528 6.03383
O 0.90290 -1.53133 6.19573
C -1.45239 -1.52970 6.18770
C -2.56902 -2.22012 5.97525
H -1.18098 -5.33740 5.14761
H 0.90641 -4.03157 5.56238
H -1.45185 -0.48276 6.46382
H -3.55470 -1.78265 6.06915
O 1.02596 4.14544 -5.76442
C 0.23767 3.70416 -4.95634
C -1.02439 4.41966 -4.63456
C -1.89261 3.92139 -3.75847
C -1.63809 2.63542 -3.06312
O -2.43059 2.18433 -2.26309
C -0.37376 1.92253 -3.38104
C 0.49549 2.41840 -4.25683
H -1.19449 5.34653 -5.16471
H -2.82237 4.41773 -3.51031
H -0.20494 0.98885 -2.85927
H 1.42558 1.92171 -4.50271
O -1.90799 4.94726 -7.54336
C -2.37769 4.10557 -8.28172
C -1.52297 3.03734 -8.85503
C -2.03226 2.11101 -9.66214
C -3.47475 2.11024 -10.02026
O -3.93959 1.26671 -10.75396
C -4.32644 3.18386 -9.44401
C -3.81752 4.10987 -8.63639
H -0.47732 3.06603 -8.57371
H -1.43582 1.31892 -10.09659
H -5.37213 3.15956 -9.72296
H -4.41200 4.90430 -8.20283
O -0.54939 -11.68473 8.02998
C -0.69022 -10.73979 7.28632
C -0.15868 -9.39691 7.63864
C -0.31374 -8.35847 6.82276
C -1.02226 -8.49950 5.52646
O -1.16314 -7.55301 4.77985
C -1.55521 -9.83792 5.17319
C -1.40075 -10.87697 5.98870
H 0.35382 -9.32505 8.58944
H 0.06290 -7.37031 7.05594
H -2.06954 -9.90737 4.22332
H -1.77854 -11.86483 5.75803
O -3.18762 9.20738 -7.93088
C -2.14763 9.19820 -8.55448
C -1.20744 8.05241 -8.47091
C -0.07151 8.04201 -9.16356
C 0.30399 9.17357 -10.04803
O 1.33531 9.16408 -10.68432
C -0.63562 10.32265 -10.12672
C -1.77131 10.33424 -9.43513
H -1.49994 7.23507 -7.82467
H 0.63101 7.21921 -9.11769
H -0.33619 11.13481 -10.77703
H -2.47450 11.15647 -9.47529
*
```

Calculated values
**Lowest unoccupied orbital energy**: -1.8 eV
**E_HOMO**: -9.75 eV
**SMILES**: COCCC[C@@H]1CCCS(=O)(=O)O1.O=C1C=CC(=O)C=C1.O=C1C=CC(=O)C=C1.O=C1C=CC(=O)C=C1.O=C1C=CC(=O)C=C1.O=C1C=CC(=O)C=C1.O=C1C=CC(=O)C=C1
**Orbital gap**: 7.96 eV

***

(6)
The molecule C5H12O3Si at a distorted geometry, computed with ωB97M-V with the def2-TZVPD basis set.

Geometry as ORCA input:
```
! RIJCOSX wB97M-V def2-TZVPD def2/J DEFGRID3
* xyz 0 1
C 0.87535 2.93481 -1.08167
C -0.44587 2.32824 -0.72041
O -1.37644 3.25878 -0.11688
C -0.30719 1.05680 0.28864
O -0.07420 1.40013 1.39312
Si -0.39992 -0.85321 -0.16322
C -0.61408 -1.82128 1.50153
C -2.05428 -1.44670 -1.14611
O 0.95225 -1.26841 -0.93084
H 1.11909 2.53789 -2.12979
H 0.93277 3.95746 -1.28828
H 1.68757 2.70943 -0.37210
H -1.01719 1.88110 -1.57123
H -1.04519 3.80424 0.62977
H -1.49508 -1.43409 2.01801
H -0.67244 -2.97021 1.32458
H 0.39150 -1.66830 2.10778
H -2.22013 -0.78262 -1.96153
H -1.77955 -2.43957 -1.58006
H -2.91897 -1.41007 -0.47016
H 1.00519 -2.21849 -1.09465
*
```

Calculated values
**Lowest unoccupied orbital energy**: 0.4 eV
**E_HOMO**: -8.73 eV
**SMILES**: C[C@H](O)C(=O)[Si](C)(C)O
**Orbital gap**: 9.16 eV